C16H46N5O3PSi | the ωB97M-V functional and the def2-TZVPD basis

Output
E_tot, eV: -48097.7729
SMILES string: CCCO[Si@H](CC(N)(N)N)P(C)CC.COC[C@@H](C)N.COC[C@@H](C)N
Gap between HOMO and LUMO, eV: 8.28

Atoms and positions in Å:
C  1.97  -0.18  -0.19
C  2.92  -0.96  -1.09
C  2.31  -1.42  -2.41
O  0.98  -1.87  -2.24
Si  -0.35  -1.28  -3.03
C  -0.14  0.60  -3.28
C  -1.34  1.50  -2.98
N  -2.51  0.92  -3.65
N  -1.61  1.48  -1.55
N  -1.12  2.89  -3.44
P  -2.17  -2.10  -2.04
C  -1.53  -3.86  -1.96
C  -1.99  -1.46  -0.28
C  -2.14  -2.48  0.84
H  1.20  -0.84  0.20
H  2.50  0.26  0.66
H  1.47  0.62  -0.73
H  3.28  -1.84  -0.55
H  3.81  -0.35  -1.32
H  2.90  -2.26  -2.81
H  2.36  -0.62  -3.16
H  -0.36  -1.88  -4.40
H  0.14  0.74  -4.33
H  0.71  0.95  -2.69
H  -3.35  1.33  -3.26
H  -2.50  1.18  -4.63
H  -2.28  2.21  -1.33
H  -0.77  1.68  -1.03
H  -0.56  2.92  -4.28
H  -0.62  3.41  -2.73
H  -1.41  -4.20  -0.94
H  -0.57  -3.99  -2.46
H  -2.26  -4.50  -2.45
H  -1.05  -0.92  -0.15
H  -2.77  -0.71  -0.18
H  -2.18  -1.96  1.80
H  -3.06  -3.06  0.73
H  -1.31  -3.18  0.88
C  -3.58  1.36  1.71
O  -3.90  0.14  2.33
C  -5.21  0.02  2.85
C  -6.26  -0.40  1.81
C  -6.66  0.71  0.84
N  -5.88  -1.59  1.05
H  -4.07  2.20  2.21
H  -3.85  1.38  0.65
H  -2.50  1.49  1.78
H  -5.16  -0.75  3.61
H  -5.51  0.96  3.34
H  -7.15  -0.67  2.39
H  -5.89  0.85  0.08
H  -7.57  0.43  0.32
H  -6.82  1.65  1.35
H  -5.74  -2.37  1.68
H  -4.97  -1.42  0.62
C  7.77  1.76  3.36
O  6.96  2.45  2.43
C  6.55  1.71  1.30
C  5.29  0.87  1.50
C  5.51  -0.39  2.34
N  4.18  1.63  2.07
H  8.46  1.08  2.84
H  7.19  1.19  4.08
H  8.36  2.51  3.89
H  6.35  2.46  0.52
H  7.38  1.08  0.94
H  4.98  0.55  0.50
H  5.60  -0.15  3.40
H  4.66  -1.06  2.23
H  6.42  -0.92  2.03
H  3.93  2.39  1.45
H  4.50  2.08  2.92



C16H47N6O4P2S | the ωB97M-V functional and the def2-TZVPD basis

Output
Net charge: +1
E_tot, eV: -63890.3235
Gap between HOMO and LUMO, eV: 7.25

Atoms and positions in Å:
C  -3.16  -3.29  3.19
C  -3.37  -4.59  2.43
O  -2.28  -5.58  2.59
S  -0.80  -5.28  2.22
O  -0.66  -4.86  0.74
C  -1.10  -3.53  0.26
C  -0.11  -2.97  -0.71
H  -3.99  -3.16  3.89
H  -2.25  -3.27  3.79
H  -3.19  -2.44  2.52
H  -4.25  -5.12  2.79
H  -3.51  -4.46  1.36
H  -0.55  -4.11  2.86
H  -1.28  -2.84  1.09
H  -2.06  -3.68  -0.23
H  0.87  -2.84  -0.26
H  -0.07  -3.58  -1.62
H  -0.48  -1.98  -1.00
O  1.99  -0.60  1.45
P  3.23  0.08  1.90
N  2.73  1.54  2.59
C  3.45  2.80  2.54
C  1.61  1.50  3.51
N  4.12  0.31  0.45
C  4.42  1.63  -0.09
C  3.73  -0.59  -0.63
N  4.53  -0.29  2.85
C  4.29  -0.42  4.29
C  5.85  -0.71  2.39
H  4.52  2.68  2.74
H  3.06  3.47  3.30
H  3.33  3.30  1.58
H  1.91  1.30  4.54
H  0.90  0.72  3.20
H  1.07  2.45  3.50
H  3.52  2.19  -0.38
H  5.05  1.52  -0.97
H  4.99  2.23  0.61
H  2.83  -0.25  -1.16
H  3.54  -1.59  -0.26
H  4.55  -0.65  -1.35
H  4.43  0.54  4.80
H  4.97  -1.15  4.73
H  3.27  -0.76  4.50
H  6.52  0.15  2.32
H  5.82  -1.20  1.42
H  6.29  -1.42  3.10
O  -1.11  0.18  -2.18
P  -2.25  1.09  -2.46
N  -2.44  0.91  -4.15
C  -2.83  1.96  -5.07
C  -2.44  -0.43  -4.70
N  -1.71  2.63  -1.98
C  -1.47  3.70  -2.94
C  -0.65  2.60  -0.98
N  -3.86  1.33  -2.10
C  -4.80  0.27  -2.46
C  -4.41  2.41  -1.28
H  -3.67  2.56  -4.69
H  -3.17  1.52  -6.01
H  -2.01  2.63  -5.30
H  -3.43  -0.89  -4.70
H  -1.77  -1.07  -4.12
H  -2.07  -0.43  -5.73
H  -0.66  3.46  -3.64
H  -1.20  4.60  -2.40
H  -2.36  3.94  -3.51
H  0.34  2.41  -1.42
H  -0.83  1.82  -0.24
H  -0.62  3.56  -0.46
H  -5.20  0.42  -3.46
H  -5.63  0.24  -1.76
H  -4.32  -0.71  -2.43
H  -4.72  3.25  -1.91
H  -3.69  2.78  -0.55
H  -5.28  2.06  -0.73



C16H47NO13 | the ωB97M-V functional and the def2-TZVPD basis

Output
E_tot, eV: -45457.8192
SMILES string: COC[C@H](C)N.OCCO.OCCO.OCCO.OCCO.OCCO.OCCO
Gap between HOMO and LUMO, eV: 9.83
Relative energy (zero: lowest compared OMol25 entry of this formula, charge and spin), eV: 0.532

Atoms and positions in Å:
C  -2.77  0.88  3.51
O  -2.26  -0.45  3.56
C  -2.85  -1.39  4.43
C  -1.85  -2.53  4.62
C  -1.86  -3.51  3.44
N  -2.25  -3.21  5.88
H  -2.97  1.23  4.53
H  -3.68  0.88  2.92
H  -1.99  1.51  3.08
H  -3.01  -0.84  5.38
H  -3.89  -1.69  4.22
H  -0.85  -2.11  4.76
H  -2.76  -4.14  3.40
H  -0.96  -4.13  3.44
H  -1.79  -2.98  2.48
H  -2.94  -3.90  5.60
H  -1.45  -3.66  6.30
O  -0.81  -1.14  -1.79
C  -0.52  0.00  -1.02
C  -1.30  0.04  0.28
O  -0.85  -0.84  1.28
H  -0.35  -1.90  -1.38
H  0.54  0.17  -0.80
H  -0.80  0.82  -1.67
H  -2.32  -0.24  0.00
H  -1.42  1.06  0.66
H  -1.18  -0.57  2.17
O  0.94  -5.04  1.77
C  1.75  -3.89  1.69
C  1.63  -3.21  0.31
O  0.32  -2.69  0.19
H  0.08  -4.76  1.42
H  1.48  -3.13  2.43
H  2.78  -4.23  1.79
H  1.73  -4.01  -0.43
H  2.41  -2.50  0.04
H  0.08  -2.03  0.88
O  -4.26  3.77  0.56
C  -4.50  2.83  -0.51
C  -3.28  2.76  -1.35
O  -3.29  3.85  -2.30
H  -4.29  4.65  0.16
H  -4.68  1.88  0.00
H  -5.36  3.12  -1.12
H  -3.10  1.86  -1.95
H  -2.37  2.87  -0.75
H  -2.38  3.98  -2.61
O  -0.52  4.62  -2.93
C  0.38  3.64  -3.52
C  1.80  3.82  -3.03
O  1.94  3.59  -1.63
H  -0.37  5.34  -3.55
H  0.02  2.64  -3.26
H  0.36  3.77  -4.60
H  2.15  4.84  -3.24
H  2.52  3.18  -3.53
H  1.39  4.27  -1.22
O  4.92  1.91  0.39
C  4.62  0.89  -0.58
C  3.18  0.38  -0.32
O  3.19  -0.37  0.86
H  4.82  2.77  -0.03
H  4.63  1.34  -1.58
H  5.41  0.14  -0.55
H  3.08  -0.19  -1.24
H  2.51  1.24  -0.25
H  3.63  0.13  1.56
O  3.40  -2.14  -3.59
C  2.07  -1.66  -3.31
C  1.99  -0.25  -3.90
O  2.47  -0.21  -5.23
H  3.57  -2.93  -3.09
H  1.31  -2.38  -3.61
H  2.07  -1.60  -2.21
H  2.66  0.36  -3.28
H  0.95  0.08  -3.85
H  3.33  -0.65  -5.19



C16H48Cr2O9 | the ωB97M-V functional and the def2-TZVPD basis

Output
Net charge: +2
E_tot, eV: -92625.2454
Multiplicity: 9
Gap between HOMO and LUMO (alpha / beta), eV: 6.19 / 6.52
Relative energy (zero: lowest compared OMol25 entry of this formula, charge and spin), eV: 1.159

Atoms and positions in Å:
Cr  -11.55  21.27  6.69
Cr  -9.03  19.80  5.34
C  -10.17  18.56  9.09
C  -10.69  18.33  7.66
O  -10.60  19.35  6.70
H  -9.11  18.88  9.14
H  -10.28  17.67  9.70
H  -10.61  19.38  9.67
H  -11.74  18.08  7.85
H  -10.27  17.40  7.26
O  -10.24  21.55  5.06
H  -11.03  21.76  4.56
C  -13.74  17.95  5.39
C  -14.13  19.29  5.98
O  -13.31  20.40  5.47
H  -12.97  17.36  5.91
H  -13.31  18.07  4.40
H  -14.60  17.28  5.29
H  -14.05  19.34  7.06
H  -15.13  19.49  5.61
H  -13.83  20.89  4.83
C  -13.15  16.55  10.14
C  -14.17  16.94  9.09
O  -14.80  15.86  8.44
H  -12.35  15.88  9.80
H  -13.63  16.13  11.02
H  -12.59  17.46  10.40
H  -13.70  17.57  8.33
H  -14.92  17.62  9.51
H  -15.34  15.40  9.09
C  -13.51  21.43  10.83
C  -13.63  20.76  9.48
O  -12.99  21.57  8.43
H  -13.97  22.42  10.93
H  -12.50  21.50  11.22
H  -14.07  20.81  11.54
H  -14.65  20.58  9.16
H  -13.10  19.81  9.49
H  -13.50  22.38  8.37
C  -8.77  17.12  13.06
C  -9.79  16.26  13.81
O  -9.09  15.06  14.21
H  -9.08  18.16  13.21
H  -8.82  16.81  12.02
H  -7.83  17.15  13.60
H  -10.62  15.97  13.15
H  -10.16  16.71  14.73
H  -9.49  14.66  14.98
C  -7.17  17.02  7.42
C  -7.86  16.74  6.10
O  -7.89  17.92  5.26
H  -7.53  17.98  7.81
H  -6.09  17.14  7.34
H  -7.46  16.27  8.16
H  -8.86  16.36  6.25
H  -7.34  15.92  5.60
H  -7.09  17.96  4.72
C  -7.34  20.34  11.54
C  -6.38  19.22  11.16
O  -5.48  19.72  10.19
H  -7.74  20.73  10.60
H  -6.78  21.15  12.03
H  -8.13  20.03  12.22
H  -6.98  18.42  10.70
H  -5.91  18.86  12.08
H  -4.75  19.11  10.07
C  -10.60  24.00  9.23
C  -9.61  22.84  9.21
O  -9.83  22.05  8.01
H  -10.19  24.76  9.89
H  -11.54  23.64  9.64
H  -10.80  24.40  8.24
H  -9.70  22.13  10.04
H  -8.57  23.18  9.20
H  -9.00  21.68  7.72



C16H48F2N17O21S4 | the ωB97M-V functional and the def2-TZVPD basis

Output
Net charge: -1
E_tot, eV: -134482.8166
Gap between HOMO and LUMO, eV: 8.74

Atoms and positions in Å:
N  -1.29  -1.16  -0.96
S  -0.08  -1.53  -0.15
O  -0.22  -1.53  1.29
O  1.13  -1.22  -0.86
F  -0.25  -3.08  -0.51
S  -1.12  0.55  -0.86
O  -0.92  1.27  -2.09
O  -0.80  1.15  0.42
F  -2.72  0.67  -0.90
C  -5.73  1.54  -2.21
O  -6.53  0.85  -2.82
N  -4.67  2.17  -2.80
N  -5.77  1.76  -0.88
H  -3.88  2.56  -2.33
H  -4.65  1.94  -3.78
H  -6.51  1.34  -0.35
H  -5.12  2.32  -0.37
C  -4.39  -2.88  -0.10
O  -5.19  -3.70  0.35
N  -4.53  -1.55  0.06
N  -3.32  -3.19  -0.86
H  -3.87  -0.92  -0.36
H  -5.38  -1.27  0.50
H  -3.07  -4.16  -0.96
H  -2.62  -2.48  -1.02
C  -0.82  -2.64  -4.23
O  -0.31  -3.20  -5.20
N  -0.40  -1.49  -3.62
N  -2.03  -3.00  -3.76
H  -0.77  -1.31  -2.67
H  0.59  -1.43  -3.83
H  -2.65  -3.56  -4.32
H  -2.28  -2.75  -2.83
C  -2.00  4.56  -2.35
O  -2.02  4.18  -1.17
N  -1.93  3.70  -3.37
N  -2.07  5.86  -2.77
H  -1.81  3.95  -4.34
H  -1.67  2.80  -2.98
H  -1.92  6.17  -3.71
H  -2.19  6.59  -2.08
C  -2.24  1.68  4.07
O  -2.94  2.60  3.63
N  -1.50  0.86  3.31
N  -1.95  1.55  5.39
H  -1.03  0.05  3.69
H  -1.45  0.93  2.31
H  -2.42  2.22  5.97
H  -1.54  0.73  5.78
C  3.59  -1.18  -3.26
O  2.52  -0.65  -3.58
N  3.82  -2.15  -2.37
N  4.74  -0.71  -3.82
H  4.73  -2.51  -2.16
H  2.99  -2.46  -1.90
H  5.63  -1.02  -3.46
H  4.72  -0.08  -4.60
C  -1.75  -5.06  3.07
O  -0.60  -5.47  2.87
N  -2.19  -4.05  2.27
N  -2.73  -5.70  3.72
H  -1.39  -3.80  1.71
H  -3.05  -3.54  2.24
H  -3.65  -5.29  3.73
H  -2.58  -6.65  4.02
C  0.89  4.66  1.09
O  1.88  5.10  1.66
N  -0.06  3.91  1.69
N  0.63  4.92  -0.22
H  0.10  3.72  2.66
H  -0.67  3.39  1.08
H  1.25  5.62  -0.58
H  -0.23  4.59  -0.62
C  2.31  2.41  -2.97
C  3.06  1.93  -1.70
O  3.50  3.11  -1.07
S  3.67  4.31  -2.15
O  4.92  4.21  -2.87
O  3.45  5.56  -1.44
O  2.41  3.83  -3.01
H  1.29  2.09  -2.78
H  2.83  1.92  -3.79
H  3.95  1.40  -2.04
H  2.49  1.31  -1.01
C  2.04  -4.13  2.56
C  2.07  -5.01  1.30
O  3.06  -4.46  0.43
S  4.18  -3.66  1.36
O  4.11  -2.22  1.13
O  5.49  -4.29  1.39
O  3.43  -4.04  2.74
H  1.64  -4.60  3.46
H  1.62  -3.14  2.38
H  1.10  -4.90  0.83
H  2.40  -6.00  1.62
C  3.85  1.01  3.52
C  2.92  1.41  2.40
C  1.88  0.29  2.46
O  1.75  0.01  3.86
C  2.85  0.56  4.55
H  4.53  1.76  3.92
H  4.34  0.13  3.10
H  3.51  1.42  1.48
H  2.61  2.45  2.37
H  2.37  -0.54  1.95
H  0.93  0.50  1.97
H  3.20  -0.09  5.36
H  2.46  1.44  5.09



C16H48F9NO14P2 | the ωB97M-V functional and the def2-TZVPD basis

Output
E_tot, eV: -90559.8084
Gap between HOMO and LUMO, eV: 9.34

Atoms and positions in Å:
N  4.37  0.71  -1.48
P  3.38  -0.01  -0.54
O  2.31  -1.02  -1.22
P  1.12  -0.52  -2.15
O  0.65  0.85  -1.85
O  1.68  -0.97  -3.56
O  0.03  -1.66  -1.90
C  -1.04  -1.55  -0.94
C  -2.31  -2.01  -1.63
C  -3.17  -0.91  -2.24
F  -3.65  -1.31  -3.46
F  -2.45  0.21  -2.44
C  -4.48  -0.47  -1.42
F  -4.44  -0.98  -0.14
F  -4.58  0.87  -1.34
C  -5.81  -0.99  -2.04
F  -6.03  -0.39  -3.22
F  -5.68  -2.34  -2.24
C  -7.08  -0.78  -1.16
F  -6.93  -1.31  0.03
F  -7.32  0.48  -0.99
F  -8.10  -1.34  -1.74
H  4.25  1.72  -1.50
H  2.55  0.74  0.28
H  3.94  -1.00  0.25
H  1.01  -1.01  -4.27
H  -0.81  -2.19  -0.07
H  -1.10  -0.51  -0.61
H  -2.03  -2.66  -2.48
H  -2.91  -2.61  -0.94
C  -3.63  -0.07  3.17
O  -2.95  -1.24  2.72
H  -2.91  0.74  3.24
H  -4.41  0.24  2.48
H  -4.08  -0.23  4.16
H  -3.61  -1.95  2.66
C  -11.03  -2.47  -3.97
O  -10.93  -2.40  -2.56
H  -12.01  -2.88  -4.20
H  -10.94  -1.49  -4.45
H  -10.28  -3.14  -4.41
H  -10.07  -2.04  -2.33
C  0.32  -3.29  -6.58
O  0.48  -2.05  -5.90
H  0.25  -4.05  -5.80
H  -0.60  -3.32  -7.17
H  1.17  -3.52  -7.22
H  0.55  -1.35  -6.56
C  7.65  0.83  -3.45
O  6.28  0.92  -3.78
H  8.19  0.78  -4.39
H  8.02  1.70  -2.90
H  7.88  -0.07  -2.87
H  5.77  0.97  -2.95
C  -3.84  -4.93  3.37
O  -4.47  -3.76  2.84
H  -3.91  -4.85  4.45
H  -4.35  -5.84  3.04
H  -2.79  -4.99  3.09
H  -4.45  -3.81  1.88
C  0.71  -0.11  3.65
O  -0.28  0.22  2.69
H  1.67  0.22  3.26
H  0.55  0.39  4.60
H  0.78  -1.19  3.83
H  -1.13  -0.08  3.03
C  2.87  3.96  1.91
O  2.65  2.86  1.03
H  3.93  3.98  2.11
H  2.57  4.91  1.47
H  2.34  3.83  2.86
H  1.72  2.80  0.82
C  5.70  -0.29  3.20
O  5.41  -1.24  2.18
H  5.24  0.65  2.88
H  5.27  -0.58  4.16
H  6.77  -0.13  3.32
H  5.79  -2.09  2.41
C  6.03  3.52  4.45
O  5.88  3.11  3.09
H  5.06  3.93  4.74
H  6.28  2.69  5.11
H  6.78  4.30  4.57
H  6.72  2.75  2.78
C  5.27  6.92  2.66
O  4.05  6.81  3.38
H  5.42  5.96  2.16
H  5.25  7.70  1.90
H  6.13  7.09  3.32
H  3.88  7.63  3.84



What did the third record say?
C16H47NO13 | the ωB97M-V functional and the def2-TZVPD basis

Output
E_tot, eV: -45457.8192
SMILES string: COC[C@H](C)N.OCCO.OCCO.OCCO.OCCO.OCCO.OCCO
Gap between HOMO and LUMO, eV: 9.83
Relative energy (zero: lowest compared OMol25 entry of this formula, charge and spin), eV: 0.532

Atoms and positions in Å:
C  -2.77  0.88  3.51
O  -2.26  -0.45  3.56
C  -2.85  -1.39  4.43
C  -1.85  -2.53  4.62
C  -1.86  -3.51  3.44
N  -2.25  -3.21  5.88
H  -2.97  1.23  4.53
H  -3.68  0.88  2.92
H  -1.99  1.51  3.08
H  -3.01  -0.84  5.38
H  -3.89  -1.69  4.22
H  -0.85  -2.11  4.76
H  -2.76  -4.14  3.40
H  -0.96  -4.13  3.44
H  -1.79  -2.98  2.48
H  -2.94  -3.90  5.60
H  -1.45  -3.66  6.30
O  -0.81  -1.14  -1.79
C  -0.52  0.00  -1.02
C  -1.30  0.04  0.28
O  -0.85  -0.84  1.28
H  -0.35  -1.90  -1.38
H  0.54  0.17  -0.80
H  -0.80  0.82  -1.67
H  -2.32  -0.24  0.00
H  -1.42  1.06  0.66
H  -1.18  -0.57  2.17
O  0.94  -5.04  1.77
C  1.75  -3.89  1.69
C  1.63  -3.21  0.31
O  0.32  -2.69  0.19
H  0.08  -4.76  1.42
H  1.48  -3.13  2.43
H  2.78  -4.23  1.79
H  1.73  -4.01  -0.43
H  2.41  -2.50  0.04
H  0.08  -2.03  0.88
O  -4.26  3.77  0.56
C  -4.50  2.83  -0.51
C  -3.28  2.76  -1.35
O  -3.29  3.85  -2.30
H  -4.29  4.65  0.16
H  -4.68  1.88  0.00
H  -5.36  3.12  -1.12
H  -3.10  1.86  -1.95
H  -2.37  2.87  -0.75
H  -2.38  3.98  -2.61
O  -0.52  4.62  -2.93
C  0.38  3.64  -3.52
C  1.80  3.82  -3.03
O  1.94  3.59  -1.63
H  -0.37  5.34  -3.55
H  0.02  2.64  -3.26
H  0.36  3.77  -4.60
H  2.15  4.84  -3.24
H  2.52  3.18  -3.53
H  1.39  4.27  -1.22
O  4.92  1.91  0.39
C  4.62  0.89  -0.58
C  3.18  0.38  -0.32
O  3.19  -0.37  0.86
H  4.82  2.77  -0.03
H  4.63  1.34  -1.58
H  5.41  0.14  -0.55
H  3.08  -0.19  -1.24
H  2.51  1.24  -0.25
H  3.63  0.13  1.56
O  3.40  -2.14  -3.59
C  2.07  -1.66  -3.31
C  1.99  -0.25  -3.90
O  2.47  -0.21  -5.23
H  3.57  -2.93  -3.09
H  1.31  -2.38  -3.61
H  2.07  -1.60  -2.21
H  2.66  0.36  -3.28
H  0.95  0.08  -3.85
H  3.33  -0.65  -5.19



E_tot of number 1 (C16H46N5O3PSi)? -48097.7729 eV



E_tot of number 3 (C16H47NO13)? -45457.8192 eV



What is the E_tot in the fifth record? -134482.8166 eV